Molecular formula: C36H51BrN4OS4SiSn
Method: DFT, the ωB97M-V functional and the def2-TZVPD basis

Output
energy above the lowest of the compared OMol25 structures with the same formula, charge and spin	46.3	kcal per mole
net charge	-2

XYZ file:
```
99
Properties=species:S:1:pos:R:3:forces:R:3:lowdin_charge:R:1
Sn -1.061409 -0.589881 -0.088749 1.3 -0.1 -1.2 0.753
C 1.387441 -4.822340 0.039720 -0.8 0.8 0.4 -0.102
N 0.340347 -3.860619 0.457341 0.6 -0.5 -3.2 -0.203
C -0.768522 -3.886659 -0.528903 0.4 0.9 0.4 -0.116
C 0.182343 -3.475329 1.771137 -0.4 -0.6 2.4 -0.207
C 0.067018 -4.583792 2.664533 -0.4 1.0 0.5 -0.048
C -0.079058 -4.479987 4.054986 0.3 1.0 -1.2 -0.121
C -0.217970 -3.178013 4.578262 -0.2 -0.2 -0.4 -0.119
C -0.178916 -2.084185 3.724975 -0.4 0.0 -0.3 -0.078
C 0.128689 -2.138516 2.319647 0.4 -0.3 0.8 -0.281
N 0.305552 -0.945650 1.638916 -0.5 0.5 -0.2 -0.172
C 1.295843 0.105808 2.016924 -2.0 -0.4 -0.6 -0.399
C 1.402483 2.753466 2.486335 -0.2 -0.7 0.6 -0.374
C 2.793108 2.967694 2.011451 1.1 0.1 0.2 -0.106
C 3.699065 2.171113 1.423589 -0.8 0.0 -0.2 -0.116
C 3.488693 0.845934 0.863645 -1.0 -0.8 0.3 -0.047
C 2.440718 -0.036214 1.011483 2.3 2.8 0.7 -0.214
N 2.617272 -1.221937 0.360175 -0.1 -2.9 -0.9 -0.219
C 3.597168 -2.146588 0.924318 -0.4 0.8 -0.4 -0.057
C 2.500081 -1.374674 -1.088234 -0.1 1.0 0.6 -0.075
H 0.941361 -5.667815 -0.506543 0.1 0.0 0.3 0.075
H 1.975664 -5.174787 0.879537 -0.1 -0.2 0.3 0.072
H 2.092258 -4.339744 -0.637970 0.1 0.1 -0.3 0.037
H -1.317287 -4.848165 -0.567081 0.1 0.1 0.3 0.081
H -0.315474 -3.734753 -1.533746 -0.5 0.2 0.5 0.056
H -1.461225 -3.042303 -0.294696 0.4 -1.1 -0.5 -0.036
H 0.013361 -5.560230 2.190777 0.2 0.0 0.1 0.100
H -0.111674 -5.387093 4.620314 -0.1 -0.2 0.6 0.066
H -0.478250 -2.986427 5.617676 0.1 -0.2 0.0 0.083
H -0.521607 -1.103928 4.111129 0.5 -0.7 -0.3 0.101
H 1.528196 2.550297 3.569939 0.1 -0.1 0.0 0.129
H 3.148324 3.965629 2.295612 0.1 -0.3 -0.1 0.095
H 4.679421 2.583632 1.215822 0.1 0.2 0.1 0.089
H 4.319353 0.495016 0.239958 -0.3 0.1 0.0 0.107
H 4.586719 -1.711693 0.709798 0.4 -0.5 0.1 0.072
H 3.466471 -3.124217 0.458437 0.2 0.1 0.0 0.062
H 3.513062 -2.273655 2.001746 -0.3 0.1 0.1 0.082
H 1.906895 -2.256203 -1.300319 -0.3 -0.1 -0.2 0.040
H 3.487155 -1.492630 -1.547405 0.3 0.0 -0.2 0.072
H 2.031887 -0.476956 -1.544842 0.1 -0.7 0.4 0.068
O -7.813130 -3.414755 0.434496 -0.1 0.0 -0.1 -0.142
C -6.731779 -2.890988 0.235071 0.2 0.0 -0.4 -1.078
S -5.522120 -2.635014 1.451462 -0.9 -0.3 1.1 0.914
C -4.353689 -1.836234 0.512958 1.0 0.5 -2.8 -1.165
C -4.537883 -1.776021 -0.878451 0.6 0.1 2.8 -1.233
S -3.375594 -1.282458 -2.041510 -0.5 0.2 -0.4 0.319
S -6.125568 -2.314358 -1.324995 -0.9 -0.4 -0.6 0.889
S -2.955701 -1.355097 1.451064 0.0 0.2 0.5 0.465
Br 1.593934 -4.021450 -4.142819 -0.4 1.0 -0.6 0.651
C 0.804992 -2.507713 -5.114490 0.1 1.1 -0.8 -0.689
C 1.565831 -1.832578 -6.123860 0.0 -0.4 1.0 -0.109
C 0.980884 -0.740992 -6.789151 1.0 -1.0 0.1 -0.086
C -0.349665 -0.452266 -6.525457 0.5 0.1 0.0 -0.090
C -0.984474 -1.173064 -5.553203 -1.3 -1.0 1.4 -0.126
N -0.416660 -2.144371 -4.801585 0.6 -0.4 -0.7 0.068
H 2.600688 -2.177935 -6.248468 -0.5 0.4 -0.3 0.087
H 1.567416 -0.172048 -7.530647 -0.4 -0.4 0.5 0.107
H -0.851604 0.349626 -7.023664 -0.3 0.3 -0.2 0.094
H -2.054152 -1.061172 -5.304303 0.6 0.4 -0.2 0.114
C -2.169855 4.441842 0.420459 -0.4 -0.1 -0.5 -0.137
C -2.281096 2.902090 0.117392 0.1 1.2 0.6 -0.569
C -2.968073 2.641928 -1.266992 0.9 -0.1 -0.3 -0.117
C -3.295603 2.385254 1.176945 0.5 0.2 -0.4 -0.125
Si -0.428939 2.078485 0.118643 -1.3 -2.2 1.3 0.795
C 0.543939 1.545682 1.954318 -0.2 2.1 -0.5 -0.335
C -0.668559 1.520469 2.903450 -0.6 -0.6 -0.4 -0.130
C 1.853486 -0.091389 3.421532 -0.1 1.0 1.4 -0.034
C 0.745334 4.140386 2.481114 -0.3 0.3 0.3 -0.087
C 0.445052 2.812398 -1.430103 0.8 0.7 0.1 -0.609
C -0.000848 4.290011 -1.838970 0.7 -1.3 0.7 -0.095
C 1.995446 2.793332 -1.334902 0.5 1.2 0.2 -0.116
C 0.190853 1.837708 -2.572703 -0.7 -0.6 -1.0 -0.174
H -3.125033 4.931262 0.119865 0.4 0.0 0.3 0.079
H -1.346708 4.938493 -0.082239 -0.2 0.0 -0.2 0.017
H -1.965991 4.653338 1.474120 -0.3 -0.3 0.1 0.051
H -3.851074 3.248547 -1.453977 -0.3 0.4 0.5 0.071
H -3.294618 1.613802 -1.380769 0.0 -0.4 0.3 0.031
H -2.356280 2.796611 -2.162473 0.2 0.2 0.3 0.045
H -4.324868 2.545234 0.829687 0.1 0.2 0.1 0.084
H -3.131338 2.880905 2.131550 -0.2 0.1 0.1 0.057
H -3.200271 1.335411 1.360365 0.0 -0.8 0.0 -0.007
H -1.355538 0.697489 2.646624 0.4 0.0 0.4 0.040
H -1.316771 2.380257 2.827026 0.2 0.5 -0.3 0.037
H -0.390714 1.499825 3.963146 0.1 -0.4 0.0 0.081
H 2.215445 -1.095216 3.606130 0.1 -0.2 -0.2 0.075
H 1.084929 0.098537 4.221974 0.7 -0.2 -0.9 0.079
H 2.670216 0.616715 3.629387 0.0 -0.2 -0.3 0.084
H -0.194384 4.216364 3.040968 0.1 -0.3 -0.2 0.071
H 0.560458 4.495419 1.462979 0.0 0.0 0.0 0.063
H 1.427083 4.845578 2.994438 -0.2 -0.2 -0.4 0.074
H 0.441419 5.049477 -1.172239 -0.2 -0.3 -0.1 0.075
H -1.066320 4.456918 -1.948660 0.0 -0.2 0.2 0.050
H 0.422361 4.428610 -2.802203 0.6 0.4 -1.2 0.048
H 2.432786 3.493723 -0.571963 -0.6 -0.6 -0.6 0.076
H 2.417495 3.126316 -2.314449 -0.3 -0.2 0.4 0.081
H 2.410289 1.799200 -1.121717 -0.3 0.3 -0.1 0.050
H -0.860104 1.590322 -2.770618 0.1 0.2 0.1 0.062
H 0.659383 0.852953 -2.461717 0.0 0.2 0.5 0.043
H 0.610726 2.210994 -3.517559 0.0 0.3 0.0 0.076
```
Positions in Å, forces in eV/Å.